# 1
Entry from the OMol25 dataset: one molecule with the formula C6H9ClO at a distorted geometry (ωB97M-V with the def2-TZVPD basis set).

The total charge is 0. The value obtained for the HOMO energy is -0.3205 Ha. The calculation puts the gap between HOMO and LUMO at 9.28 eV. The calculation puts the lowest unoccupied orbital energy at 0.555 eV. The total energy is -769.32240 hartree. The calculation puts the relative energy (zero: lowest compared OMol25 entry of this formula, charge and spin) at 320.6 kJ/mol.

Each line ends with the natural charge from an NBO analysis.
Cartesian coordinates (Å):
O  0.300  -1.577  0.877  -0.72
C  0.236  -1.088  -0.441  0.07
C  -1.283  -0.693  -0.637  -0.43
C  -1.528  0.346  0.380  -0.44
C  -0.290  1.374  0.207  -0.45
C  0.862  0.352  -0.216  0.00
C  2.149  0.891  0.041  -0.18
Cl  3.500  -0.293  -0.015  -0.09
H  0.674  -2.631  0.890  0.48
H  0.718  -1.662  -1.116  0.19
H  -1.626  -1.854  -0.652  0.23
H  -1.369  -0.244  -1.640  0.21
H  -2.572  0.808  0.138  0.21
H  -1.790  0.198  1.465  0.24
H  -0.612  2.208  -0.577  0.22
H  0.082  2.028  1.089  0.23
H  2.549  1.837  0.209  0.22



# 2
Entry from the OMol25 dataset: one molecule with the formula C6H9ClO at a distorted geometry (ωB97M-V with the def2-TZVPD basis set).

The total charge is 0. The value obtained for the HOMO energy is -0.2992 Ha. The calculation puts the gap between HOMO and LUMO at 8.80 eV. The calculation puts the lowest unoccupied orbital energy at 0.659 eV. The total energy is -769.24185 hartree. The calculation puts the relative energy (zero: lowest compared OMol25 entry of this formula, charge and spin) at 532.1 kJ/mol.

Each line ends with the natural charge from an NBO analysis.
Cartesian coordinates (Å):
C  -0.619  3.685  -0.546  -0.34
O  0.587  2.506  -0.644  -0.49
C  -0.420  1.495  -0.772  0.17
C  -0.357  0.258  -0.473  -0.16
C  -1.150  -0.882  -1.202  -0.62
C  0.363  -0.136  0.642  -0.20
C  0.808  -1.221  1.371  -0.20
Cl  0.558  -2.929  0.883  -0.06
H  -0.998  4.048  -1.685  0.21
H  -0.351  4.704  -0.057  0.22
H  -1.597  3.462  -0.012  0.21
H  -1.340  1.710  -1.286  0.17
H  -2.038  -1.225  -0.460  0.23
H  -0.619  -1.703  -1.555  0.23
H  -1.313  -0.260  -2.177  0.21
H  0.940  0.805  1.059  0.21
H  1.389  -0.982  2.183  0.21



# 3
Entry from the OMol25 dataset: C6H9ClS as an isolated structure at a distorted geometry (ωB97M-V with the def2-TZVPD basis set).

The total charge is 0. The value obtained for the HOMO energy is -0.3391 Ha. The calculation puts the gap between HOMO and LUMO at 9.98 eV. The calculation puts the lowest unoccupied orbital energy at 0.751 eV. The total energy is -1092.28683 hartree. The calculation puts the relative energy (zero: lowest compared OMol25 entry of this formula, charge and spin) at 241.1 kJ/mol.

Each line ends with the natural charge from an NBO analysis.
Cartesian coordinates (Å):
C  0.553  -0.860  0.284  -0.33
C  -0.728  -1.584  0.332  -0.42
C  -1.523  -0.361  0.324  -0.22
C  -0.309  0.335  -0.210  -0.26
C  0.133  1.790  0.235  -0.17
C  1.075  2.516  -0.591  -0.39
H  2.150  -2.686  -0.076  0.13
H  0.820  -0.744  1.412  0.20
H  -0.781  -2.301  1.068  0.22
H  -0.883  -1.969  -0.768  0.22
H  -1.815  0.145  1.295  0.22
H  -0.324  0.132  -1.239  0.22
H  -0.146  1.904  1.242  0.19
H  1.019  2.274  -1.713  0.21
H  1.727  3.336  -0.202  0.21
S  1.938  -1.476  -0.663  -0.01
Cl  -2.903  -0.451  -0.731  -0.03



# 4
Entry from the OMol25 dataset: one molecule with the formula C6H9F at a distorted geometry (ωB97M-V with the def2-TZVPD basis set).

The total charge is 0. The value obtained for the HOMO energy is -0.3545 Ha. The calculation puts the gap between HOMO and LUMO at 10.67 eV. The calculation puts the lowest unoccupied orbital energy at 1.022 eV. The total energy is -333.78395 hartree. The calculation puts the relative energy (zero: lowest compared OMol25 entry of this formula, charge and spin) at 190.1 kJ/mol.

Each line ends with the natural charge from an NBO analysis.
Cartesian coordinates (Å):
C  -2.123  -0.617  -0.459  -0.33
C  -1.278  -0.443  0.535  -0.25
C  0.029  0.225  0.105  0.31
C  0.457  1.342  1.300  -0.63
F  -0.216  1.031  -1.043  -0.39
C  1.135  -0.663  -0.232  -0.22
C  1.843  -0.648  -1.348  -0.40
H  -3.130  -1.109  -0.325  0.20
H  -1.808  -0.485  -1.449  0.21
H  -1.509  -0.402  1.607  0.22
H  0.807  0.773  2.300  0.22
H  -0.501  1.872  1.225  0.22
H  1.228  1.945  0.878  0.22
H  1.188  -1.352  0.603  0.20
H  2.394  -1.506  -1.484  0.20
H  1.484  0.038  -2.210  0.23



# 5
Entry from the OMol25 dataset: one molecule with the formula C6H9F at a distorted geometry (ωB97M-V with the def2-TZVPD basis set).

The total charge is 0. The value obtained for the HOMO energy is -0.2827 Ha. The calculation puts the gap between HOMO and LUMO at 8.71 eV. The calculation puts the lowest unoccupied orbital energy at 1.020 eV. The total energy is -333.73523 hartree. The calculation puts the relative energy (zero: lowest compared OMol25 entry of this formula, charge and spin) at 318.0 kJ/mol.

Each line ends with the natural charge from an NBO analysis.
Cartesian coordinates (Å):
C  0.915  -0.724  1.195  -0.19
C  1.263  -0.527  -0.052  -0.23
C  -0.218  0.085  1.756  -0.53
C  0.425  0.454  -0.863  -0.20
C  -0.580  1.344  1.049  0.26
C  -0.808  -0.048  -1.633  -0.65
F  0.023  2.472  1.352  -0.33
H  1.341  -1.458  1.836  0.21
H  2.171  -1.071  -0.611  0.22
H  -1.230  -0.570  1.694  0.23
H  0.001  0.203  2.819  0.22
H  0.919  1.276  -1.344  0.19
H  -1.564  1.417  0.576  0.16
H  -1.447  0.868  -1.701  0.22
H  -1.193  -0.872  -0.965  0.21
H  -0.342  -0.398  -2.500  0.21



# 6
Entry from the OMol25 dataset: one molecule with the formula C6H9F at a distorted geometry (ωB97M-V with the def2-TZVPD basis set).

The total charge is 0. The value obtained for the HOMO energy is -0.3050 Ha. The calculation puts the gap between HOMO and LUMO at 9.01 eV. The calculation puts the lowest unoccupied orbital energy at 0.706 eV. The total energy is -333.74800 hartree. The calculation puts the relative energy (zero: lowest compared OMol25 entry of this formula, charge and spin) at 284.5 kJ/mol.

Each line ends with the natural charge from an NBO analysis.
Cartesian coordinates (Å):
C  -2.174  -0.641  -0.056  -0.64
C  -0.827  -0.102  -0.193  0.08
C  -0.988  1.422  0.115  -0.64
C  0.349  -0.753  -0.067  -0.27
C  1.610  -0.058  -0.164  -0.29
C  2.858  -0.577  0.191  0.17
F  3.805  0.469  -0.100  -0.39
H  -2.559  -0.359  0.931  0.22
H  -2.078  -1.821  -0.039  0.20
H  -2.582  -0.289  -0.909  0.22
H  -1.467  1.784  -0.831  0.21
H  -0.040  1.799  0.366  0.22
H  -1.595  1.634  0.911  0.21
H  0.405  -1.892  0.103  0.22
H  1.884  1.069  -0.545  0.26
H  3.399  -1.688  0.286  0.22



# 7
Entry from the OMol25 dataset: C6H9F as an isolated structure at a distorted geometry (ωB97M-V with the def2-TZVPD basis set).

The total charge is 0. The value obtained for the HOMO energy is -0.3126 Ha. The calculation puts the gap between HOMO and LUMO at 9.30 eV. The calculation puts the lowest unoccupied orbital energy at 0.796 eV. The total energy is -333.74707 hartree. The calculation puts the relative energy (zero: lowest compared OMol25 entry of this formula, charge and spin) at 286.9 kJ/mol.

Each line ends with the natural charge from an NBO analysis.
Cartesian coordinates (Å):
C  -2.279  -1.135  -0.262  -0.39
C  2.425  -0.372  0.598  -0.37
C  -1.332  -0.522  0.398  -0.24
C  1.131  -0.136  0.870  -0.26
C  -0.135  1.610  -0.704  -0.55
C  0.041  -0.271  -0.052  0.35
F  0.377  -0.813  -1.277  -0.36
H  -3.257  -1.181  0.015  0.20
H  -1.978  -1.621  -1.227  0.20
H  3.338  -0.347  1.275  0.21
H  2.650  -0.838  -0.308  0.19
H  -1.584  -0.112  1.406  0.21
H  0.968  0.391  1.730  0.21
H  -1.210  1.799  -0.827  0.21
H  0.453  1.589  -1.699  0.21
H  0.391  1.960  0.062  0.18



# 8
Entry from the OMol25 dataset: one molecule with the formula C6H9F2NO3 at a distorted geometry (ωB97M-V with the def2-TZVPD basis set).

The total charge is 0. The value obtained for the HOMO energy is -0.3728 Ha. The calculation puts the gap between HOMO and LUMO at 10.69 eV. The calculation puts the lowest unoccupied orbital energy at 0.545 eV. The total energy is -714.20425 hartree. The calculation puts the relative energy (zero: lowest compared OMol25 entry of this formula, charge and spin) at 0.0 kJ/mol.

Each line ends with the natural charge from an NBO analysis.
Cartesian coordinates (Å):
C  -0.815  1.924  1.449  -0.26
O  -1.117  0.596  0.907  -0.52
C  -0.414  0.285  -0.164  0.20
N  1.030  0.193  0.274  -0.68
C  1.586  -0.873  -0.522  -0.17
C  2.065  -0.314  -1.867  0.77
O  2.166  -1.065  -2.833  -0.59
O  2.240  0.971  -1.963  -0.65
C  0.470  -1.928  -0.761  -0.49
C  -0.819  -1.120  -0.843  0.67
F  -1.874  -1.649  -0.152  -0.34
F  -1.310  -0.989  -2.077  -0.32
H  -0.635  2.571  0.465  0.17
H  -0.078  2.045  2.138  0.18
H  -1.783  2.330  1.802  0.21
H  -0.437  1.151  -0.878  0.16
H  0.824  0.067  1.262  0.39
H  2.445  -1.260  -0.085  0.24
H  2.039  1.411  -1.118  0.51
H  0.562  -2.550  -1.714  0.28
H  0.356  -2.660  0.056  0.24



# 9
Entry from the OMol25 dataset: C6H9F5O7SV as an isolated structure at a distorted geometry (ωB97M-V with the def2-TZVPD basis set).

The total charge is -2. The value obtained for the HOMO energy (alpha / beta) is -0.0255 / -0.0262 Ha. The calculation puts the gap between HOMO and LUMO (alpha / beta) at 5.38 / 5.40 eV. The calculation puts the lowest unoccupied orbital energy (alpha / beta) at 4.690 / 4.690 eV. The total energy is -2602.34943 hartree. Its multiplicity is 2.

Each line ends with the Löwdin spin population.
Cartesian coordinates (Å):
O  0.682  -2.635  0.991  -0.16
V  1.279  -2.100  -0.357  1.10
F  0.751  -3.851  -1.439  0.01
F  3.179  -2.874  -0.111  0.02
C  2.234  -0.205  -3.096  0.00
O  1.868  -1.358  -2.464  0.00
H  2.398  -0.273  -4.197  0.00
H  1.449  0.574  -2.990  0.00
H  3.193  0.220  -2.732  0.00
C  2.437  1.185  2.625  0.00
F  2.020  0.130  3.301  0.00
F  2.182  2.279  3.354  0.00
F  3.754  1.119  2.470  0.00
S  1.568  1.274  0.972  0.00
O  2.378  2.160  0.179  0.00
O  1.562  -0.141  0.563  0.01
O  0.238  1.756  1.291  0.00
O  -0.826  -1.312  -0.727  0.00
C  -1.760  -0.668  -0.405  0.00
O  -2.592  -0.157  -1.341  0.00
C  -3.613  0.617  -0.748  0.00
C  -3.155  0.917  0.687  0.00
C  -2.181  -0.247  0.991  0.00
H  -4.615  0.182  -0.770  0.00
H  -3.688  1.576  -1.269  0.00
H  -4.015  0.817  1.353  0.00
H  -2.713  1.902  0.795  0.00
H  -2.697  -1.023  1.548  0.00
H  -1.316  0.137  1.527  0.00



# 10
Entry from the OMol25 dataset: C6H9FN3O4 as an isolated structure at a distorted geometry (ωB97M-V with the def2-TZVPD basis set).

The total charge is -1. The value obtained for the HOMO energy (alpha / beta) is -0.0930 / -0.1282 Ha. The calculation puts the gap between HOMO and LUMO (alpha / beta) at 5.70 / 6.92 eV. The calculation puts the lowest unoccupied orbital energy (alpha / beta) at 3.175 / 3.431 eV. The total energy is -798.98419 hartree. The calculation puts the relative energy (zero: lowest compared OMol25 entry of this formula, charge and spin) at 398.9 kJ/mol.

Each line ends with the natural charge from an NBO analysis.
Cartesian coordinates (Å):
C  -0.793  -2.357  -1.399  1.03
C  0.423  -0.759  1.206  -0.45
C  2.031  0.897  0.064  -0.23
C  -0.793  -0.049  0.508  -0.13
C  1.383  0.492  1.497  0.22
C  -0.124  0.440  -0.976  0.28
N  1.016  1.183  -0.909  -0.64
N  -1.061  1.272  -1.695  -0.87
N  -1.963  -0.793  0.424  0.30
O  0.160  -2.816  -0.894  -0.65
O  -3.099  -0.248  0.702  -0.58
O  -1.441  -2.089  -2.296  -0.60
O  -1.992  -1.997  -0.017  -0.54
F  2.388  0.166  2.406  -0.38
H  0.106  -1.270  2.067  0.22
H  0.940  -1.448  0.604  0.25
H  2.687  1.771  0.381  0.19
H  2.595  0.108  -0.249  0.19
H  -1.062  1.005  0.774  0.22
H  0.938  1.461  1.775  0.14
H  0.828  2.207  -1.119  0.35
H  -1.224  2.046  -1.077  0.31
H  -1.941  0.778  -1.778  0.39



# 11
Entry from the OMol25 dataset: one molecule with the formula C6H9FO at a distorted geometry (ωB97M-V with the def2-TZVPD basis set).

The total charge is 0. The value obtained for the HOMO energy is -0.3544 Ha. The calculation puts the gap between HOMO and LUMO at 10.60 eV. The calculation puts the lowest unoccupied orbital energy at 0.955 eV. The total energy is -409.04751 hartree. The calculation puts the relative energy (zero: lowest compared OMol25 entry of this formula, charge and spin) at 131.3 kJ/mol.

Each line ends with the natural charge from an NBO analysis.
Cartesian coordinates (Å):
C  -1.985  -0.022  0.893  -0.38
C  -0.922  -0.031  0.085  -0.03
C  -1.000  -0.224  -1.416  -0.65
C  0.436  0.133  0.684  0.27
F  0.319  0.295  2.054  -0.36
C  1.376  1.098  0.072  -0.09
O  1.978  0.027  -0.709  -0.53
C  1.444  -0.971  0.261  -0.09
H  -1.845  0.186  1.982  0.22
H  -3.010  -0.112  0.554  0.20
H  -0.649  0.700  -2.018  0.23
H  -2.055  -0.443  -1.653  0.23
H  -0.243  -1.035  -1.759  0.23
H  2.023  1.591  0.773  0.20
H  0.840  1.873  -0.571  0.18
H  1.120  -1.832  -0.319  0.19
H  2.170  -1.233  1.087  0.19



# 12
Entry from the OMol25 dataset: C6H9IO4S as an isolated structure at a distorted geometry (ωB97M-V with the def2-TZVPD basis set).

The total charge is 0. The value obtained for the HOMO energy is -0.3686 Ha. The calculation puts the gap between HOMO and LUMO at 9.96 eV. The calculation puts the lowest unoccupied orbital energy at -0.070 eV. The total energy is -1230.81106 hartree. The calculation puts the relative energy (zero: lowest compared OMol25 entry of this formula, charge and spin) at 24.3 kJ/mol.

Each line ends with the natural charge from an NBO analysis.
Cartesian coordinates (Å):
C  1.255  1.897  -0.579  0.80
C  -0.746  -1.485  1.771  -0.41
C  -0.014  -0.239  1.256  -0.53
C  -0.876  -2.460  0.612  -0.65
C  -0.756  0.161  0.032  -0.11
C  1.805  2.733  -1.721  -0.70
O  1.720  1.866  0.528  -0.62
O  -2.315  -1.445  -1.433  -0.92
O  0.119  -1.664  -1.743  -0.91
O  0.206  1.261  -1.021  -0.54
S  -0.995  -1.408  -0.886  2.13
I  -2.553  1.176  0.261  0.29
H  -0.190  -1.919  2.602  0.24
H  -1.733  -1.191  2.138  0.22
H  0.027  0.546  2.013  0.26
H  1.010  -0.499  0.975  0.26
H  0.010  -3.073  0.479  0.25
H  -1.766  -3.078  0.667  0.26
H  1.601  2.250  -2.673  0.24
H  2.872  2.866  -1.574  0.23
H  1.317  3.706  -1.703  0.24